Formula: C30H40BrNSiV
Source: OMol25
Level of theory: ωB97M-V with the def2-TZVPD basis set

Geometry as XYZ:
```
74
C30H40BrNSiV ωB97M-V with the def2-TZVPD basis set
V -1.88 -0.17 0.98
C -2.15 -0.61 5.13
C -2.61 -1.93 5.07
C -3.04 -2.46 3.88
C -3.02 -1.68 2.72
N -2.46 -0.43 2.77
C -2.08 0.10 3.97
C -3.64 -2.03 1.41
C -4.44 -3.18 1.24
C -5.17 -3.33 0.09
C -5.13 -2.35 -0.92
C -4.32 -1.23 -0.77
C -3.53 -1.05 0.39
H -1.84 -0.16 6.06
H -2.64 -2.53 5.97
H -3.42 -3.48 3.83
H -1.71 1.11 3.92
H -4.51 -3.93 2.02
H -5.79 -4.21 -0.04
H -5.73 -2.47 -1.81
H -4.28 -0.50 -1.56
C -2.07 1.51 0.68
C -2.41 2.94 0.70
C -3.51 3.42 1.43
C -3.81 4.78 1.48
C -3.03 5.70 0.79
C -1.95 5.23 0.05
C -1.64 3.88 0.00
H -4.13 2.70 1.96
H -4.67 5.12 2.05
H -3.26 6.75 0.83
H -1.33 5.94 -0.50
H -0.80 3.52 -0.59
C 4.80 -1.13 -0.44
C 3.39 -1.11 0.19
C 3.07 -2.51 0.74
C 3.41 -0.17 1.41
Si 2.15 -0.51 -1.11
Br 0.12 -1.30 -0.31
C 2.26 -1.40 -2.78
C 3.39 -0.77 -3.62
C 2.55 -2.90 -2.59
C 0.95 -1.31 -3.59
C 1.94 1.36 -1.23
C 1.21 1.96 0.00
C 3.33 2.02 -1.36
C 1.09 1.73 -2.46
H 5.53 -1.35 0.36
H 5.09 -0.17 -0.89
H 4.91 -1.91 -1.19
H 3.89 -2.81 1.41
H 2.97 -3.28 -0.03
H 2.14 -2.52 1.33
H 4.08 -0.61 2.16
H 2.42 -0.06 1.87
H 3.79 0.83 1.18
H 4.37 -0.81 -3.13
H 3.18 0.27 -3.88
H 3.47 -1.33 -4.57
H 3.54 -3.09 -2.16
H 2.53 -3.38 -3.58
H 1.80 -3.40 -1.96
H 0.72 -0.29 -3.91
H 0.09 -1.69 -3.04
H 1.07 -1.92 -4.49
H 1.75 1.82 0.93
H 0.20 1.57 0.11
H 1.12 3.04 -0.17
H 3.94 1.89 -0.46
H 3.19 3.10 -1.50
H 3.90 1.65 -2.21
H 0.12 1.22 -2.47
H 1.61 1.51 -3.40
H 0.90 2.81 -2.43
```

## Properties
- Charge: 0
- DFT total energy: -136855.2985 eV
- Multiplicity: 2
- Energy relative to the best compared isomer or geometry (same formula, charge and spin): 69.0 kJ/mol

---

Formula: C30H40IrN2Si2
Source: OMol25
Level of theory: ωB97M-V with the def2-TZVPD basis set

Geometry as XYZ:
```
75
C30H40IrN2Si2 ωB97M-V with the def2-TZVPD basis set
Ir 0.03 0.08 0.03
C -3.24 -0.95 0.56
Si -1.51 -1.66 0.74
C -1.16 -1.97 2.56
C -1.44 -3.29 -0.17
C -2.28 -4.38 0.05
C -2.12 -5.54 -0.69
C -1.12 -5.63 -1.66
C -0.28 -4.55 -1.88
C -0.44 -3.37 -1.15
Si 0.62 -1.84 -1.33
C 0.58 -1.28 -3.12
C 2.39 -2.27 -0.86
H -3.95 -1.75 0.78
H -3.44 -0.59 -0.45
H -3.42 -0.14 1.27
H -1.80 -2.79 2.90
H -1.38 -1.10 3.18
H -0.12 -2.28 2.73
H -3.06 -4.33 0.80
H -2.77 -6.39 -0.52
H -1.00 -6.54 -2.23
H 0.49 -4.63 -2.64
H 0.83 -2.14 -3.75
H 1.30 -0.49 -3.33
H -0.41 -0.93 -3.42
H 2.65 -3.20 -1.38
H 2.51 -2.44 0.21
H 3.10 -1.51 -1.18
C -0.55 2.03 -3.23
C -1.82 2.15 -2.43
C -3.06 2.28 -3.06
C -4.21 2.46 -2.31
C -4.15 2.54 -0.93
C -2.94 2.41 -0.27
C -2.85 2.54 1.23
C -1.80 2.21 -1.04
N -0.55 2.01 -0.37
C 0.14 2.98 0.09
C -0.18 4.42 -0.07
C 1.35 2.53 0.84
C 2.33 3.51 1.38
N 1.42 1.26 0.95
C 2.54 0.61 1.57
C 3.69 0.43 0.81
C 3.82 0.99 -0.58
C 4.74 -0.26 1.40
C 4.63 -0.75 2.70
C 3.48 -0.53 3.43
C 2.40 0.16 2.88
C 1.18 0.48 3.70
H -0.75 1.65 -4.22
H 0.17 1.37 -2.74
H -0.08 3.02 -3.34
H -3.11 2.24 -4.14
H -5.17 2.56 -2.81
H -5.05 2.69 -0.35
H -3.83 2.38 1.68
H -2.52 3.54 1.52
H -2.16 1.82 1.67
H -1.07 4.57 -0.68
H 0.66 4.95 -0.53
H -0.34 4.88 0.91
H 1.83 4.24 2.02
H 2.78 4.07 0.55
H 3.12 3.01 1.94
H 2.90 0.88 -1.15
H 4.61 0.48 -1.12
H 4.08 2.05 -0.55
H 5.65 -0.43 0.84
H 5.46 -1.29 3.14
H 3.40 -0.90 4.45
H 1.05 -0.25 4.49
H 0.28 0.49 3.09
H 1.29 1.46 4.17
```

## Properties
- Charge: +1
- DFT total energy: -53329.7488 eV
- Energy relative to the best compared isomer or geometry (same formula, charge and spin): 77.0 kJ/mol

---

Formula: C30H40N5O
Source: OMol25
Level of theory: ωB97M-V with the def2-TZVPD basis set

Geometry as XYZ:
```
76
C30H40N5O ωB97M-V with the def2-TZVPD basis set
C 2.78 5.63 0.09
N 2.53 4.22 -0.10
C 3.53 3.34 -0.39
O 4.70 3.63 -0.57
C 2.90 1.95 -0.46
C 3.42 0.99 0.61
C 4.90 0.73 0.47
C 5.79 1.05 1.50
C 7.17 0.91 1.30
C 7.65 0.38 0.10
C 6.76 0.01 -0.91
C 5.38 0.18 -0.72
N 1.47 2.25 -0.32
C 0.57 1.24 -0.32
C -0.80 1.44 -0.15
C -1.80 0.47 -0.06
C -3.18 0.83 0.02
C -4.21 -0.15 -0.07
C -5.55 0.18 0.04
C -5.95 1.51 0.26
C -7.39 1.87 0.43
C -4.96 2.50 0.32
C -3.62 2.18 0.19
C 1.18 3.67 -0.06
C 0.54 3.96 1.30
C 0.31 4.37 -1.12
H 3.85 5.80 0.03
H 2.27 6.22 -0.67
H 2.42 5.95 1.08
H 3.11 1.52 -1.46
H 3.21 1.42 1.60
H 2.86 0.04 0.52
H 5.38 1.46 2.43
H 7.85 1.23 2.09
H 8.73 0.25 -0.04
H 7.12 -0.41 -1.85
H 4.67 -0.08 -1.51
H 0.98 0.24 -0.49
H -1.10 2.48 -0.06
H -1.54 -0.60 -0.07
H -3.90 -1.19 -0.24
H -6.32 -0.59 -0.04
H -7.50 2.94 0.61
H -7.99 1.61 -0.45
H -7.84 1.34 1.28
H -5.26 3.54 0.48
H -2.90 3.00 0.22
H 1.20 3.64 2.12
H 0.37 5.04 1.38
H -0.43 3.45 1.41
H 0.80 4.36 -2.10
H -0.67 3.90 -1.21
H 0.16 5.41 -0.81
C -1.40 -4.38 2.21
C -0.99 -3.05 1.62
N -1.43 -2.83 0.26
C -1.56 -3.92 -0.47
N -1.39 -5.21 -0.04
C -0.97 -5.51 1.31
C -1.52 -6.38 -0.87
C -1.42 -6.06 -2.34
C -2.24 -4.84 -2.70
N -1.94 -3.77 -1.78
H -0.94 -4.53 3.19
H -2.48 -4.42 2.34
H -1.44 -2.24 2.21
H 0.11 -2.97 1.72
H 0.12 -5.62 1.33
H -1.43 -6.46 1.60
H -0.73 -7.08 -0.59
H -2.49 -6.86 -0.67
H -0.37 -5.87 -2.58
H -1.76 -6.92 -2.91
H -1.99 -4.50 -3.71
H -3.30 -5.11 -2.69
H -2.07 -2.81 -2.06
```

## Properties
- Charge: +1
- DFT total energy: -41251.8689 eV
- Energy relative to the best compared isomer or geometry (same formula, charge and spin): 44.0 kJ/mol

---

Formula: C30H40N9O2ReSi
Source: OMol25
Level of theory: ωB97M-V with the def2-TZVPD basis set

Geometry as XYZ:
```
83
C30H40N9O2ReSi ωB97M-V with the def2-TZVPD basis set
Re -1.24 -0.18 -0.81
N -3.66 -1.24 -2.59
C -4.13 -0.44 -1.57
C -5.51 -0.43 -1.34
C -6.03 0.38 -0.37
C -5.17 1.19 0.37
C -3.83 1.11 0.11
N -3.28 0.30 -0.82
C -2.49 -1.17 -3.33
C -2.49 -1.78 -4.59
C -1.39 -1.64 -5.41
C -0.31 -0.90 -4.95
C -0.35 -0.38 -3.68
N -1.42 -0.51 -2.86
H -4.38 -1.79 -3.02
H -6.15 -1.05 -1.95
H -7.10 0.40 -0.19
H -5.54 1.86 1.13
H -3.12 1.73 0.66
H -3.36 -2.33 -4.92
H -1.39 -2.09 -6.40
H 0.56 -0.74 -5.57
H 0.49 0.16 -3.28
N -1.02 -0.38 1.42
C 0.20 -1.14 1.80
C 0.02 -2.05 3.01
C -1.04 -3.16 2.84
C -0.48 -4.56 2.54
N 0.34 -5.10 3.62
C 1.66 -5.27 3.61
N 2.42 -4.77 2.65
N 2.23 -5.93 4.63
C 0.73 -1.91 0.56
O 1.47 -2.87 0.72
O 0.39 -1.43 -0.59
H -1.09 0.46 1.99
H -1.83 -0.94 1.69
H 0.98 -0.41 2.03
H -0.23 -1.43 3.87
H 0.99 -2.50 3.22
H -1.73 -2.93 2.02
H -1.64 -3.23 3.75
H 0.10 -4.56 1.62
H -1.32 -5.24 2.40
H -0.15 -5.43 4.44
H 2.06 -4.16 1.92
H 3.41 -4.96 2.64
H 1.68 -6.40 5.32
H 3.22 -6.11 4.65
N -1.10 2.49 -1.19
C -1.00 3.45 -0.14
C -2.10 4.27 0.05
C -2.18 5.20 1.09
C -1.16 5.30 1.99
C -0.02 4.50 1.85
C 1.02 4.60 2.80
C 2.15 3.84 2.68
C 2.28 3.02 1.58
N 1.31 2.89 0.65
C 0.10 3.58 0.76
H -1.92 2.69 -1.75
H -0.28 2.45 -1.78
H -2.92 4.19 -0.65
H -3.06 5.82 1.18
H -1.20 6.02 2.80
H 0.90 5.28 3.63
H 2.96 3.90 3.39
H 3.18 2.46 1.38
C 4.51 -0.49 -1.84
Si 4.05 1.29 -2.22
C 3.88 1.62 -4.06
C 5.07 2.61 -1.34
C 2.41 1.66 -1.30
C 1.72 2.17 -0.45
H 5.34 -0.80 -2.47
H 3.68 -1.16 -2.03
H 4.82 -0.62 -0.80
H 4.83 2.01 -4.43
H 3.12 2.36 -4.31
H 3.67 0.71 -4.61
H 6.08 2.65 -1.75
H 5.16 2.40 -0.27
H 4.62 3.59 -1.46
```

## Properties
- Charge: +3
- DFT total energy: -59250.6581 eV
- Multiplicity: 2
- Energy relative to the best compared isomer or geometry (same formula, charge and spin): 371.0 kJ/mol